1.
The following is a quantum chemistry calculation of 30 unconnected molecules or ions with the total composition BF4H60NO28 at a distorted geometry, from OMol25.

Cartesian coordinates (Å):
1 F 2.0475 -0.8776 -2.3626
2 F 2.6791 -0.2061 -0.3005
3 F 1.4541 -2.0771 -0.6572
4 F 3.5511 -2.1136 -1.2215
5 O 0.5279 5.8650 1.0061
6 O 3.6832 2.3527 3.9182
7 O -2.0839 -1.0036 0.8612
8 O 4.6508 1.7548 1.1145
9 O 2.0245 1.6014 -3.9134
10 O 1.1308 -1.9663 4.9883
11 O 1.6062 -1.6738 2.1510
12 O 5.2650 -1.1418 -3.2312
13 O -1.4929 2.4723 4.0457
14 O 2.0663 -4.2087 -2.0578
15 O 2.5498 3.8106 1.2249
16 O -3.2631 0.3977 4.4411
17 O 1.2509 -4.6608 1.7352
18 O -3.4612 3.9419 1.5926
19 O -3.6946 -2.0035 3.5649
20 O -1.3800 -1.5406 -1.9557
21 O -1.5748 -4.0658 1.3177
22 O -0.0185 1.9122 1.7316
23 O -3.9772 2.8984 -1.0190
24 O -5.2719 1.0456 -2.6195
25 O -4.0346 -2.6733 -2.0685
26 O -1.6835 1.9543 -5.2995
27 O -4.0109 -3.7817 1.4299
28 O 2.3880 3.0783 -1.4892
29 O 2.3949 -2.2173 -4.8467
30 O 0.0535 -2.9577 -3.6987
31 O -1.5995 1.6232 -2.2589
32 O 4.5924 -1.0366 2.0068
33 N -0.0465 0.2645 -0.4159
34 B 2.4254 -1.2744 -1.1264
35 H 1.3886 1.1489 -3.3593
36 H 4.5929 -1.3134 -2.5716
37 H 0.4029 6.0062 1.9445
38 H -0.5103 0.3846 -1.3050
39 H -2.1234 -2.1042 -1.7414
40 H 1.6249 -2.5616 -4.3941
41 H -0.4383 -2.4825 -3.0290
42 H -4.8850 -2.5677 -2.4951
43 H 5.5071 2.1452 1.2893
44 H 2.7520 2.2259 3.7363
45 H -1.4842 3.4154 4.2089
46 H -3.9886 -2.7300 4.1144
47 H -0.7174 2.1430 4.4999
48 H -3.0651 -3.8601 1.5544
49 H 2.3731 -1.1496 1.9201
50 H 0.5441 2.6858 1.6958
51 H 1.2893 -2.0165 1.3153
52 H 1.5258 2.3084 -4.3229
53 H 4.1310 1.8276 3.2549
54 H 2.3378 -3.4994 -1.4753
55 H 1.1932 5.1788 0.9532
56 H 1.0286 -5.0316 0.8812
57 H -4.0573 0.9017 4.2640
58 H -1.6013 2.9058 -5.3640
59 H -1.8152 1.3579 -3.1529
60 H -2.1741 2.3686 -2.0845
61 H 0.7897 -1.1330 5.3130
62 H 1.8127 -3.9126 1.5331
63 H 2.9679 -1.9089 -4.1448
64 H -1.6982 -0.6522 -1.7954
65 H -4.3709 3.6646 1.7011
66 H 2.4419 3.6497 0.2875
67 H -1.2754 -4.6475 0.6190
68 H -1.7906 -1.6021 1.5482
69 H -1.1827 1.6192 -6.0432
70 H 1.3028 -1.8097 4.0598
71 H 5.0304 -0.2887 -3.5965
72 H -4.2878 -3.1456 2.0893
73 H -4.8566 2.8630 -0.6427
74 H -3.5720 -1.2758 4.1745
75 H -0.7009 2.1407 2.3627
76 H 2.5964 2.3304 -2.0490
77 H -0.5932 -0.3690 0.1496
78 H 2.3458 3.8228 -2.0893
79 H 1.3712 -3.8266 -2.5935
80 H -3.0393 -1.0272 0.9142
81 H 5.1904 -1.7162 1.6958
82 H -0.5909 -3.1470 -4.3806
83 H -4.1846 -3.3370 -1.3953
84 H -3.4336 3.2694 -0.3240
85 H 3.2235 3.1884 1.4991
86 H 4.8553 -0.2492 1.5303
87 H -4.8002 1.8087 -2.2858
88 H 0.8576 -0.1720 -0.5266
89 H 0.0107 1.0872 0.1673
90 H -5.0468 1.0120 -3.5493
91 H 4.5188 1.8770 0.1743
92 H -0.8667 -4.0798 1.9617
93 H -2.5472 1.0085 4.2663
94 H -3.0571 3.7780 2.4446

F_max = 3.33 eV/A
Molecular weight = 609.3 g mol⁻¹
Spin multiplicity = 1
E_HOMO = -9.30 eV
HOMO-LUMO gap = 8.128 eV

2.
The following is a quantum chemistry calculation of 2 unconnected molecules or ions with the total composition C4H7NO at a distorted geometry, from OMol25.

Cartesian coordinates (Å):
1 O 0.5770 0.5300 1.7845
2 N -1.5819 1.5758 -0.6953
3 C 0.4171 0.4340 0.4378
4 C 1.7086 0.1949 -0.2867
5 C -1.5054 -1.2453 -0.4320
6 C -0.6036 1.2164 -0.1684
7 H -1.0381 -0.8282 -1.3086
8 H 2.4384 1.0013 -0.1198
9 H -0.2615 0.7706 2.1987
10 H -1.8732 -0.6995 0.4184
11 H 1.5312 0.1087 -1.3605
12 H -1.9309 -2.2438 -0.5605
13 H 2.1398 -0.7331 0.0871

F_max = 1.17 eV/A
Molecular weight = 85.1 g mol⁻¹
Spin multiplicity = 1
E_HOMO (spin up / spin down) = -8.85 / -8.29 eV
Relative energy (zero: lowest compared OMol25 entry of this formula, charge and spin) = 460.0 kJ/mol
HOMO-LUMO gap (spin up / spin down) = 8.528 / 8.447 eV

Question: Which of these has the lowest molecular weight?
Answer: C4H7NO